Record 1
{
  "formula": "C23H43AsN4OS3Tl",
  "method": "wB97M-V/def2-TZVPD",
  "molar_mass_g_mol": 767.13,
  "de_lowest_kcal_mol": 16.0,
  "homo_ev": -10.6,
  "total_charge": 1,
  "spin_multiplicity": 1,
  "gap_ev": 8.1,
  "symbols": ["Tl", "C", "C", "C", "N", "C", "S", "N", "C", "O", "C", "C", "C", "C", "C", "C", "H", "H", "H", "H", "H", "H", "H", "H", "H", "H", "H", "H", "H", "H", "C", "C", "C", "C", "N", "C", "S", "N", "C", "C", "C", "C", "H", "H", "H", "H", "H", "H", "H", "H", "H", "H", "H", "H", "H", "H", "H", "H", "H", "H", "H", "H", "C", "As", "C", "C", "S", "H", "H", "H", "H", "H", "H", "H", "H", "H"],
  "positions_angstrom": [[1.834, -0.220, 2.114], [3.140, 0.758, -5.030], [4.023, -0.068, -4.073], [3.213, -0.391, -2.787], [2.872, 0.874, -2.142], [3.104, 1.221, -0.866], [3.970, 0.239, 0.165], [2.620, 2.419, -0.424], [2.202, 3.583, -1.108], [2.592, 4.607, -0.671], [1.152, 3.526, -2.096], [0.178, 2.492, -2.134], [-0.814, 2.460, -3.149], [-0.620, 3.298, -4.264], [0.349, 4.311, -4.264], [1.228, 4.432, -3.157], [3.339, 0.420, -6.079], [3.125, 1.845, -4.902], [2.041, 0.567, -4.945], [4.976, 0.427, -3.841], [4.262, -1.071, -4.554], [3.706, -0.994, -2.118], [2.269, -0.886, -3.022], [2.417, 1.513, -2.774], [3.060, 2.646, 0.521], [0.211, 1.738, -1.383], [-1.579, 1.667, -3.161], [-1.336, 3.175, -5.090], [0.545, 4.940, -5.129], [2.053, 5.153, -3.081], [-5.329, -3.230, 1.792], [-4.752, -2.648, 0.480], [-4.127, -1.320, 0.616], [-2.974, -1.222, 1.618], [-2.101, -2.437, 1.465], [-1.030, -2.456, 0.718], [-0.363, -1.052, 0.017], [-0.523, -3.670, 0.494], [-0.729, -4.864, 1.328], [0.529, -5.655, 1.415], [1.794, -4.943, 1.994], [1.654, -4.830, 3.537], [-6.427, -3.178, 1.797], [-4.877, -2.752, 2.637], [-4.890, -4.272, 1.793], [-5.567, -2.442, -0.184], [-4.022, -3.283, 0.027], [-4.907, -0.599, 0.930], [-3.717, -0.857, -0.322], [-3.247, -1.242, 2.642], [-2.261, -0.323, 1.399], [-2.517, -3.245, 1.869], [0.224, -3.674, -0.198], [-1.544, -5.437, 0.865], [-1.087, -4.502, 2.302], [0.834, -6.082, 0.436], [0.319, -6.557, 2.021], [1.993, -3.921, 1.577], [2.663, -5.562, 1.922], [0.634, -4.652, 3.861], [2.243, -3.978, 3.966], [1.980, -5.878, 3.930], [-0.442, 5.010, 3.908], [-0.068, 3.673, 2.566], [-0.201, 4.811, 1.005], [-1.565, 2.440, 2.394], [1.770, 2.718, 3.023], [-1.499, 5.315, 3.851], [0.254, 5.863, 3.711], [-0.233, 4.502, 4.828], [-0.979, 5.507, 1.197], [-0.270, 4.294, 0.074], [0.726, 5.426, 0.912], [-2.586, 2.953, 2.426], [-1.490, 1.775, 3.266], [-1.428, 1.797, 1.543]],
  "atomic_forces_ev_per_a": [[-0.0524, -0.1224, 0.1660], [-0.9486, -0.6379, -1.0681], [-0.8907, -1.3763, -0.0268], [-0.5101, 1.7285, -1.6623], [0.1050, 0.0708, 0.6619], [-0.6762, -0.2466, -1.8450], [0.3207, -0.3768, 0.6570], [1.1732, -0.1193, 1.8904], [-0.5378, -1.5607, 1.0915], [1.0670, 2.5170, 0.6197], [-1.3065, -1.4674, -2.2645], [-0.4918, 1.1037, -0.8425], [1.7581, -0.1707, 0.1362], [-0.8925, 0.3240, 0.4145], [0.9444, -0.4026, 0.8342], [-0.3875, -0.0941, -0.4084], [0.0985, 0.9699, 0.7296], [0.8469, -0.0589, -0.2596], [0.6740, -0.5275, 0.3410], [-0.3349, -0.1117, 0.0113], [-0.2026, 1.2704, 0.4936], [1.3709, -1.2620, 1.5536], [0.0248, -0.0406, -0.2925], [-0.1836, 0.3258, 0.2190], [-0.9210, -0.0930, -1.6354], [-0.2184, -0.4624, 0.6070], [0.4412, 0.5566, 0.0696], [0.5769, 0.2521, 0.2202], [-0.3699, -0.1032, 0.1357], [-0.5829, -0.0830, -0.4302], [1.2280, -1.3490, -1.2942], [-0.7492, 0.2976, 0.2659], [0.8161, 3.0918, 0.3852], [2.2943, 0.2296, -1.1882], [-1.6637, 2.4552, 1.0580], [0.2777, -0.6363, -0.5765], [0.3055, 0.1022, -0.3966], [1.2873, -0.0301, -0.5322], [-0.8938, 1.0678, -0.7136], [1.9094, -1.1906, -0.1929], [-1.3680, 1.0078, 1.3256], [0.8075, -0.9509, 0.3638], [0.5726, -0.3035, 0.3031], [-0.1700, 0.4393, 0.6997], [-1.2875, 0.6682, 0.4242], [-0.4258, -0.5983, -0.7924], [0.1074, -0.8368, -0.4760], [0.3254, -0.1197, 0.0542], [-0.5163, -0.9106, 0.3841], [-0.5548, 0.3219, 0.9390], [-1.6112, -1.5969, 0.5477], [0.0989, -0.7602, -0.1067], [-0.1326, -0.1419, 0.4901], [0.1835, -0.1999, 0.3048], [0.3232, -0.3225, -0.0413], [-0.5387, 0.3934, 0.2164], [0.1427, 0.4140, -0.0789], [-0.2482, -0.9998, -0.0623], [0.5307, -0.2741, -0.9814], [-0.2929, -0.0543, 0.0184], [-0.1360, -1.0833, -0.2642], [-0.5147, 2.1176, -0.1084], [-0.0334, 0.1984, -0.6262], [-0.1689, 0.3971, -0.5990], [2.1879, 0.3573, 0.2825], [-0.9242, 0.4391, 1.3756], [-0.3885, 0.0815, -0.3467], [0.4737, -0.0136, 0.0337], [-0.6230, -0.7587, 0.3359], [0.1174, 0.1961, 0.7379], [-1.0254, 0.3585, -0.0422], [-0.4994, -0.4590, -0.5224], [-0.4864, -0.5334, 0.3027], [1.5149, -0.6047, -0.2794], [-0.1396, 0.2396, -0.1078], [-0.0062, 0.0523, -0.6355]]
}

=====

Record 2
{
  "formula": "C23H43AuN2OP3S",
  "method": "wB97M-V/def2-TZVPD",
  "molar_mass_g_mol": 685.57,
  "de_lowest_kcal_mol": 35.4,
  "s_squared": 2.014,
  "homo_ev": [-16.2, -16.2],
  "total_charge": 3,
  "spin_multiplicity": 3,
  "gap_ev": [8.0, 3.9],
  "symbols": ["Au", "P", "P", "P", "H", "C", "C", "H", "C", "C", "C", "C", "C", "C", "C", "C", "C", "H", "H", "H", "H", "H", "H", "H", "H", "H", "H", "H", "H", "H", "H", "H", "H", "H", "H", "H", "H", "H", "H", "H", "H", "H", "H", "H", "H", "H", "C", "C", "C", "C", "C", "C", "S", "H", "H", "H", "H", "H", "H", "N", "C", "O", "C", "C", "C", "N", "C", "C", "H", "H", "H", "H", "H", "H"],
  "positions_angstrom": [[-0.015, 0.634, 0.220], [-0.684, 2.454, 1.681], [-2.247, -0.215, -0.169], [2.239, 1.361, -0.083], [1.468, -1.678, -6.057], [2.163, -1.230, -5.328], [2.510, -2.342, -4.352], [2.258, -3.332, -4.762], [-1.177, 3.889, 0.674], [-2.110, 2.049, 2.735], [0.525, 3.067, 2.889], [-2.473, -1.664, -1.248], [-3.260, -0.710, 1.280], [-3.241, 1.090, -0.950], [3.326, 0.597, -1.317], [3.263, 1.273, 1.422], [2.314, 3.139, -0.510], [3.054, -0.757, -5.759], [3.596, -2.369, -4.186], [-1.474, 4.719, 1.332], [-2.020, 3.620, 0.023], [-0.334, 4.208, 0.045], [-2.297, 2.873, 3.438], [-1.882, 1.145, 3.314], [-3.012, 1.876, 2.136], [0.025, 3.798, 3.547], [1.379, 3.556, 2.402], [0.890, 2.240, 3.514], [-3.398, -2.192, -0.964], [-1.618, -2.344, -1.142], [-2.545, -1.345, -2.294], [-4.215, -0.164, 1.257], [-2.749, -0.506, 2.227], [-3.463, -1.787, 1.220], [-4.217, 0.679, -1.248], [-2.719, 1.455, -1.849], [-3.400, 1.928, -0.259], [4.354, 0.973, -1.168], [2.998, 0.848, -2.336], [3.317, -0.499, -1.210], [4.297, 1.556, 1.162], [3.258, 0.239, 1.808], [2.885, 1.956, 2.203], [3.367, 3.417, -0.664], [1.886, 3.764, 0.286], [1.757, 3.303, -1.446], [0.177, -1.437, -3.555], [0.411, -0.087, -3.989], [-0.667, 0.585, -4.656], [-1.614, -0.184, -5.304], [-1.722, -1.548, -5.026], [-0.873, -2.147, -4.091], [1.550, -2.248, -2.845], [1.100, 0.448, -3.339], [1.435, -0.442, -4.957], [-0.726, 1.669, -4.705], [-2.253, 0.218, -6.099], [-2.480, -2.163, -5.511], [-0.967, -3.184, -3.808], [0.617, -2.872, 6.914], [0.080, -3.411, 5.770], [-0.421, -4.530, 5.744], [0.181, -2.575, 4.527], [0.873, -1.355, 4.490], [0.882, -0.618, 3.300], [0.243, -1.028, 2.192], [-0.357, -2.224, 2.191], [-0.427, -3.021, 3.339], [0.487, -3.397, 7.769], [0.821, -1.886, 6.986], [1.421, -0.934, 5.338], [1.423, 0.337, 3.249], [-0.818, -2.572, 1.262], [-0.957, -3.965, 3.303]],
  "atomic_forces_ev_per_a": [[0.0293, -0.4344, 0.1509], [-0.5374, 0.7200, 0.2380], [-0.7194, 0.1837, 0.2647], [0.4187, 0.9409, 0.4874], [0.7343, 0.3182, -0.3906], [-0.2673, -0.6376, -1.1796], [0.9968, 0.4087, -0.8179], [-0.0782, 0.1747, 0.2151], [0.0681, -0.0250, -0.0223], [-0.0378, -0.2011, -0.0442], [0.3033, 0.0173, 0.1067], [0.2475, -0.1326, -0.2886], [0.2237, -0.0014, 0.3134], [-0.0154, 0.0496, -0.3769], [0.0086, -0.4212, -0.3509], [-0.0053, -0.2571, 0.2472], [-0.0380, -0.2137, -0.2878], [-0.4055, -0.1137, -0.0079], [-0.3424, 0.0256, 0.5097], [0.0696, -0.2152, -0.1626], [0.2646, 0.1120, 0.1987], [-0.2839, -0.0417, 0.1740], [0.0795, -0.1214, -0.2429], [-0.0664, 0.2256, -0.0823], [0.2389, 0.0764, 0.1849], [0.1309, -0.2130, -0.2985], [-0.2874, -0.1034, 0.1800], [-0.1594, 0.3428, -0.1656], [0.3262, 0.2444, -0.1329], [-0.2868, 0.0485, -0.0452], [0.0432, -0.0810, 0.2572], [0.2547, -0.1950, 0.0012], [-0.2072, -0.1314, -0.2376], [0.0422, 0.3313, 0.0913], [0.2139, 0.1579, 0.1137], [-0.2153, -0.0482, 0.2853], [0.0125, -0.2628, -0.1965], [-0.4467, -0.1505, -0.0825], [0.1338, -0.0012, 0.2680], [0.1130, 0.3787, 0.0433], [-0.4175, -0.0756, 0.1479], [0.1031, 0.4172, -0.1022], [0.2238, -0.3680, -0.4007], [-0.3104, 0.0112, 0.0592], [0.1730, -0.2113, -0.2808], [0.1944, 0.0873, 0.3028], [1.1565, 0.7076, -0.3797], [-3.3943, 1.0673, 2.3996], [1.1409, -0.2237, 0.4287], [-0.1736, -0.1467, -0.6025], [0.3438, -0.9399, 0.5404], [-1.1866, -0.4689, -0.2196], [-0.9537, -0.3226, 0.2638], [0.0676, 0.3143, -0.6257], [1.9702, -0.3575, -0.7609], [0.4442, -0.1728, -0.3023], [0.0158, 0.1806, 0.6848], [0.2281, 0.1968, 0.0290], [-0.2644, -0.1971, -0.1736], [-0.3765, -0.0267, -0.7824], [-0.1845, -1.3484, 1.3190], [0.5086, 1.3753, -0.3863], [0.0438, 0.5564, -0.7501], [0.0184, 0.2915, -0.5291], [-0.3121, -0.4802, 0.3497], [0.4725, 0.1300, -0.2772], [0.0275, -0.2276, 1.0143], [0.2181, 0.4519, -0.0558], [0.0249, 0.0783, -0.1363], [-0.0469, -0.3362, 0.1593], [-0.2511, -0.3424, -0.2971], [-0.3168, -0.5642, -0.0169], [0.1440, 0.2124, 0.2504], [0.1159, -0.0223, 0.2132]]
}

=====

Record 3
{
  "formula": "C23H43Cl2CoN4O6Si",
  "method": "wB97M-V/def2-TZVPD",
  "molar_mass_g_mol": 629.54,
  "de_lowest_kcal_mol": 12.0,
  "s_squared": 6.013,
  "homo_ev": [-7.3, -7.3],
  "spin_multiplicity": 5,
  "gap_ev": [7.3, 5.1],
  "symbols": ["C", "C", "H", "H", "H", "C", "C", "H", "H", "H", "H", "Co", "Cl", "C", "O", "N", "C", "C", "H", "H", "H", "H", "H", "H", "H", "H", "H", "C", "C", "N", "H", "C", "O", "H", "H", "H", "H", "H", "H", "C", "C", "N", "H", "C", "O", "H", "H", "H", "H", "O", "C", "C", "C", "H", "C", "H", "C", "H", "C", "C", "H", "H", "H", "Si", "Cl", "C", "C", "C", "H", "H", "H", "H", "H", "H", "H", "H", "H", "O", "N", "O"],
  "positions_angstrom": [[3.276, -2.029, -7.090], [2.580, -1.425, -8.276], [3.422, -3.110, -7.212], [2.678, -1.853, -6.183], [4.271, -1.571, -6.943], [2.562, -1.976, -9.493], [3.258, -3.240, -9.839], [2.020, -1.494, -10.309], [3.150, -4.002, -9.061], [4.330, -3.084, -10.005], [2.832, -3.624, -10.766], [-0.349, -0.401, -1.223], [1.578, -0.645, -2.325], [-0.407, 2.185, -2.027], [-1.123, 1.137, -1.884], [-0.877, 3.222, -2.705], [-2.246, 3.147, -3.197], [0.035, 4.224, -3.260], [0.599, 2.243, -1.598], [-2.901, 2.635, -2.482], [-2.308, 2.626, -4.163], [-2.602, 4.167, -3.349], [0.963, 4.202, -2.672], [-0.445, 5.206, -3.196], [0.261, 3.988, -4.314], [-3.569, 2.080, 2.905], [-1.560, 2.174, 4.646], [-3.293, 1.021, 2.810], [-1.392, 1.120, 4.376], [-1.866, 0.858, 3.027], [-3.558, 0.667, 1.813], [-1.063, 0.535, 1.997], [-1.495, 0.291, 0.859], [-0.321, 0.896, 4.433], [0.018, 0.513, 2.239], [-3.833, 0.452, 3.576], [-1.941, 0.492, 5.095], [0.893, -4.568, -1.089], [0.052, -3.060, -3.140], [-0.154, -4.701, -0.805], [-0.902, -3.547, -2.860], [-1.004, -3.690, -1.414], [-0.267, -4.580, 0.272], [-1.510, -2.695, -0.693], [-1.882, -1.583, -1.212], [-1.744, -2.943, -3.244], [-1.579, -2.861, 0.388], [-0.484, -5.690, -1.123], [-0.928, -4.553, -3.294], [0.767, -0.461, -7.091], [1.842, -0.129, -7.960], [0.385, 0.383, -10.040], [1.487, 0.658, -9.219], [-0.345, -0.373, -9.734], [0.256, 1.055, -11.267], [2.559, 0.472, -7.383], [2.430, 1.614, -9.618], [-0.599, 0.842, -11.915], [1.209, 1.993, -11.664], [2.311, 2.262, -10.846], [3.279, 1.793, -8.949], [1.113, 2.511, -12.617], [3.077, 2.976, -11.156], [-0.451, 0.301, -6.230], [0.919, -1.695, 0.330], [-2.046, -0.350, -6.903], [-0.359, 2.136, -6.518], [-0.218, -0.254, -4.492], [-2.081, -0.167, -7.983], [-2.892, 0.164, -6.430], [-2.143, -1.428, -6.729], [0.005, -1.333, -4.436], [-1.063, -0.012, -3.822], [0.677, 0.315, -4.172], [-0.426, 2.318, -7.598], [0.577, 2.586, -6.167], [-1.191, 2.675, -6.049], [2.881, 0.824, 0.502], [2.257, 1.780, 0.945], [1.046, 1.992, 0.731]],
  "atomic_forces_ev_per_a": [[0.0747, -0.0826, 0.1634], [-0.3909, 0.0165, -0.3876], [-0.0085, 0.3129, 0.1066], [0.2456, -0.0673, -0.2223], [-0.3312, -0.1311, -0.0087], [-0.0968, 0.5497, 0.4679], [0.1008, -0.4618, -0.3085], [0.2215, -0.0073, 0.3092], [0.0332, 0.0445, -0.1385], [-0.0931, -0.0287, 0.0103], [0.1432, -0.2130, 0.0232], [1.7994, -1.6159, 1.8930], [1.2746, 0.3572, -0.2098], [-1.3536, -1.5860, -0.1296], [0.3959, 3.7728, -0.4902], [0.1973, -0.2785, 0.0075], [-0.2979, 0.1851, -0.3713], [-0.1533, -0.1547, 0.1650], [-0.1251, 0.0473, -0.2728], [0.3900, 0.1303, -0.1457], [0.0918, 0.0209, 0.2973], [-0.0021, -0.0242, 0.0437], [-0.2786, 0.1458, -0.2596], [0.2609, -0.1371, -0.0052], [-0.0813, 0.1436, 0.4055], [0.0088, -0.1698, -0.0193], [0.0894, -0.2550, -0.0481], [-0.0640, 0.0440, 0.1626], [0.0658, 0.0549, -0.2275], [-0.1565, 0.0537, 0.1161], [0.0979, 0.0122, 0.1774], [-0.2725, -0.3435, -1.0656], [0.5514, 0.5318, 1.1497], [-0.2293, 0.0511, 0.0550], [-0.4884, -0.2209, -0.0388], [-0.0192, 0.0724, -0.1903], [0.2303, 0.1144, -0.1915], [-0.1462, 0.2532, 0.0822], [-0.3763, -0.1688, 0.1992], [-0.5621, 0.0113, 0.2712], [0.0548, 0.2348, -0.3423], [-0.0551, 0.3826, -0.2332], [0.2888, -0.2612, -0.0375], [-0.0275, 1.1973, -0.7979], [-0.6407, -2.4764, 0.5031], [0.4673, -0.3351, 0.2547], [-0.0519, -0.0013, -0.2471], [-0.0183, -0.0715, 0.0727], [-0.0376, 0.2075, 0.0179], [-0.2075, 0.1085, -0.3066], [-0.1926, -0.0612, 0.1651], [0.2250, 0.2275, -0.0554], [0.1334, 0.0413, 0.1438], [0.2779, 0.2851, -0.1103], [-0.0746, -0.0341, 0.3279], [-0.0720, 0.1990, -0.0707], [-0.1921, -0.2301, -0.1413], [0.2831, 0.0613, 0.2243], [0.2132, -0.0798, 0.1151], [-0.1404, -0.0225, 0.1886], [-0.2388, 0.0619, -0.3752], [-0.0382, -0.1547, 0.1898], [-0.2910, -0.1683, 0.0493], [0.3935, -0.9106, -0.5302], [-0.1571, -0.1329, 1.1714], [-0.3024, 0.0764, -0.3113], [-0.0216, 0.4465, -0.0617], [-0.2145, 0.6963, -0.5406], [-0.1931, -0.0494, 0.0722], [0.0192, -0.1410, -0.1108], [0.0255, 0.2035, -0.0112], [-0.0260, 0.6259, -0.0982], [0.4093, -0.1480, -0.4031], [-0.6319, -0.5612, 0.0415], [0.0287, 0.0157, 0.1357], [-0.0629, -0.1132, -0.0393], [0.1181, -0.0957, -0.0723], [-0.7453, 2.7168, 1.5526], [-1.9786, -3.0918, -2.5984], [2.9282, 0.3725, 0.8940]]
}